Run 1
The following is a quantum chemistry calculation of a 2-piece molecular cluster, C6H14O2 overall, from the Open Molecules 2025 dataset.

XYZ file:
```
22
C6H14O2 | the Open Molecules 2025 dataset | wB97M-V/def2-TZVPD
O -0.69493 -1.62861 -2.54046
O 0.29284 -3.39792 0.63669
C 1.20195 1.30722 0.79592
C -0.71208 -0.17397 0.52883
C 0.48430 2.63445 0.47053
C 0.21681 0.37306 1.52344
C -0.52011 -0.15237 -0.76592
C -1.44519 -0.76325 -1.71019
H -1.42845 -0.77539 0.85962
H 1.77387 0.68963 0.07518
H 1.16427 3.42662 0.08179
H 0.31168 0.40784 -1.26301
H -0.29785 2.41543 -0.29396
H 0.78897 -0.40519 2.00566
H 0.33649 -1.33025 -2.77849
H -0.14630 -3.11016 -0.17152
H 0.03368 3.01743 1.39046
H 1.22812 -3.52958 0.54046
H -0.24784 0.69849 2.40007
H -2.00103 0.10740 -2.24634
H 1.91021 1.52687 1.68571
H -2.24942 -1.33777 -1.22446
```

Properties
Gap between HOMO and LUMO, eV: 10.0
SMILES: CCC/C=C/CO.O

Run 2
The following is a quantum chemistry calculation of a 2-piece molecular cluster, C6H14O2 overall, from the Open Molecules 2025 dataset.

XYZ file:
```
22
C6H14O2 | the Open Molecules 2025 dataset | wB97M-V/def2-TZVPD
O 2.14235 1.10373 -2.70375
O -2.20271 -1.68473 0.22798
C 1.29714 0.41620 0.17638
C 1.59136 -0.51057 -1.00645
C -0.17855 0.43996 0.55764
C -1.95399 0.65836 2.34138
C -0.53588 0.61761 1.82114
C 1.18547 0.13282 -2.32623
H 2.68102 0.78761 -3.43548
H -1.93342 1.07127 3.35257
H -3.13131 -1.84343 0.04688
H -1.90344 -2.37644 0.81872
H 1.10379 -0.65688 -3.08469
H -2.39801 -0.33057 2.42655
H 0.22116 0.75746 2.58562
H 1.55363 1.42668 -0.17237
H -2.61530 1.28896 1.74963
H 1.10891 -1.46899 -0.82883
H 1.91826 0.25817 1.05885
H -0.77760 0.13527 -0.28554
H 2.65337 -0.75768 -1.03028
H 0.17376 0.53518 -2.28974
```

Properties
Gap between HOMO and LUMO, eV: 9.4
SMILES: C/C=C/CCCO.O

Run 3
The following is a quantum chemistry calculation of a 3-piece molecular cluster, C6H14O2 overall, from the Open Molecules 2025 dataset.

XYZ file:
```
22
C6H14O2 | the Open Molecules 2025 dataset | wB97M-V/def2-TZVPD
O 3.89873 -2.04617 -0.27475
O 5.60193 -0.76767 1.85019
C -1.27756 0.86554 0.90613
C -1.57173 0.14993 -0.18607
C -2.00992 0.32028 -2.53030
C -0.22215 0.72723 1.88626
C -3.78530 1.18406 -0.89236
C -2.61805 0.62753 -1.13856
H 0.67244 1.31271 1.58461
H -0.49710 0.95019 2.90843
H -4.20224 1.53165 0.06008
H 0.12247 -0.32425 1.94285
H -1.77497 1.84020 1.01235
H -1.00736 0.66070 -2.63874
H 4.95907 -1.15501 1.24649
H -4.43488 1.60287 -1.64550
H -2.66147 0.57327 -3.34488
H 5.80633 -1.28302 2.62756
H 3.65996 -2.71752 0.37253
H -1.25600 -0.85322 -0.41138
H 4.56718 -2.37260 -0.88004
H -1.96939 -0.82671 -2.45490
```

Properties
Gap between HOMO and LUMO, eV: 9.2
SMILES: C=C(C)/C=C/C.O.O

Energies relative to the minimum, kcal/mol: run 1 26.9; run 2 0.0; run 3 15.4

Run 1
The following is a quantum chemistry calculation of a 18-piece molecular cluster, C2H34F6NO21S2 overall, from the Open Molecules 2025 dataset.

XYZ file:
```
66
C2H34F6NO21S2 | the Open Molecules 2025 dataset | wB97M-V/def2-TZVPD
S -12.97991 15.08974 0.64192
S -13.40522 14.89396 -1.85677
F -15.05007 16.51796 -3.38636
F -13.81365 17.74006 1.18692
F -14.16305 16.19275 2.68768
F -15.61774 14.37304 -3.25313
F -14.03009 14.92770 -4.48579
F -12.19023 16.92341 2.34464
O -10.41753 21.25729 -3.43571
O -14.16299 21.98980 6.66404
O -20.89668 19.40333 -5.14259
O -10.34299 19.95635 -8.26982
O -18.65139 18.45236 7.63798
O -14.38906 17.58337 10.53880
O -12.23324 15.72497 -2.19103
O -13.34886 13.93179 1.47400
O -14.73390 18.58065 -11.38666
O -19.62338 17.38462 3.27256
O -17.41872 10.54450 4.94981
O -7.75339 18.57934 -0.47080
O -17.85360 18.60633 -1.10288
O -18.13335 13.18709 0.84482
O -13.75649 7.87793 3.28165
O -11.59295 15.10835 0.33532
O -12.49737 9.79455 -10.74961
O -14.24673 12.64050 8.84964
O -18.45627 13.44041 -10.02196
O -13.15583 13.45784 -1.91670
O -15.92891 8.62842 -6.88228
N -14.14231 15.36112 -0.60468
C -14.62512 15.22135 -3.34573
C -13.34927 16.62889 1.76256
H -12.91470 10.21837 -11.49958
H -19.21399 17.74505 2.48597
H -13.97077 12.67682 7.93380
H -8.09277 17.68799 -0.38987
H -18.67902 17.99235 6.79902
H -17.67307 11.16652 5.63145
H -12.88458 10.22256 -9.98599
H -20.24951 19.02421 -5.73731
H -13.99887 11.76284 9.14034
H -17.24926 17.87739 -0.96273
H -10.43538 19.88522 -7.31976
H -13.99226 19.18253 -11.32375
H -16.31310 7.81971 -7.22082
H -17.78349 18.25617 7.99079
H -14.64123 22.55869 6.06081
H -13.77583 8.12568 2.35727
H -9.97853 20.83016 -8.41075
H -17.92562 13.71986 -10.76799
H -17.29192 19.33789 -1.35895
H -10.17288 20.66021 -2.72870
H -20.41667 19.55014 -4.32756
H -15.50516 8.36872 -6.06421
H -19.35071 16.46718 3.28613
H -18.42279 12.49398 0.25148
H -14.45299 16.71737 10.13607
H -14.57076 17.92691 -10.70679
H -14.51749 8.31546 3.66334
H -13.88246 17.43951 11.33810
H -6.85783 18.46714 -0.78955
H -9.59237 21.66019 -3.70591
H -14.72568 21.22235 6.76718
H -17.29601 13.47804 0.48365
H -17.81864 13.15776 -9.36639
H -17.69051 10.96054 4.13173
```

Properties
Total charge: -1
Gap between HOMO and LUMO, eV: 8.4

Run 2
The following is a quantum chemistry calculation of a 18-piece molecular cluster, C2H34F6NO21S2 overall, from the Open Molecules 2025 dataset.

XYZ file:
```
66
C2H34F6NO21S2 | the Open Molecules 2025 dataset | wB97M-V/def2-TZVPD
S -0.13614 -0.51778 -1.50844
S -0.05884 -0.16391 1.08073
F -1.47491 1.63224 2.48501
F 0.36575 0.91251 3.38763
F 0.44478 2.31205 1.73696
F 2.12997 -0.07752 -2.69795
F 1.62517 1.47271 -1.27704
F 0.59007 1.38786 -3.16723
O -1.00893 3.31239 -0.72374
O 1.37593 -0.24304 1.03594
O 0.56871 -3.78989 1.93816
O -1.74892 -4.48075 0.39475
O 2.73031 2.72132 4.37148
O -2.21500 -3.40853 -3.01795
O -2.07416 -0.70845 4.47801
O 0.57801 -1.68240 -1.10001
O 3.67647 -1.19841 2.33334
O -3.32439 -2.01745 -0.38310
O -2.22406 1.93267 5.33032
O -0.01061 -0.19343 -5.55518
O -3.99057 -1.12669 2.21748
O -0.66729 -1.29108 1.75964
O 3.35615 4.74254 -1.06172
O -1.09151 -0.70250 -2.56877
O 1.35664 5.04670 3.42895
O -3.37968 0.64079 -1.53837
O 4.91924 -1.24337 -4.13243
O 1.66020 -3.97019 -3.12772
O 2.41707 1.36174 -5.48289
N -0.80072 0.34884 -0.23734
C -0.20955 1.25846 2.26696
C 1.14902 0.65328 -2.21849
H 2.84306 5.34885 -0.51857
H 1.00084 -3.75586 2.79707
H 3.30569 -0.31604 2.42252
H 2.27138 2.23750 5.06786
H -2.09177 -3.58264 0.29296
H -2.97120 -3.31955 -2.42708
H 4.26689 -0.68428 -4.57046
H -3.64100 -0.23811 2.06642
H -1.70229 -2.60558 -2.86033
H -2.15909 -1.10675 3.59788
H 1.10107 -4.04855 -3.90612
H 3.58777 2.29169 4.29129
H -0.84329 2.35865 -0.63327
H -3.61693 -1.66601 0.47512
H -0.92692 -0.41740 -5.36164
H 2.93645 -1.71249 1.99037
H -4.85060 -0.98483 2.62729
H 2.27359 2.27193 -5.20804
H 4.50527 -1.48686 -3.29782
H -0.93819 3.65541 0.17127
H 0.07155 -0.26184 -6.51287
H 0.90502 4.61805 2.69683
H -2.54822 0.70571 -1.03031
H 1.29207 -3.23129 -2.62800
H 1.57083 0.91516 -5.33192
H 0.10523 -2.93344 1.87037
H -3.32234 -1.22974 -0.95659
H 2.99669 3.87236 -0.85688
H -2.74612 2.46589 4.72512
H -3.10967 0.28207 -2.39131
H -2.59521 -1.27524 5.05599
H -2.25891 1.02489 4.96536
H -0.99771 -4.42296 1.01087
H 1.75788 4.31059 3.91967
```

Properties
Total charge: -1
Gap between HOMO and LUMO, eV: 9.5

Energies relative to the minimum, kcal/mol: run 1 84.1; run 2 0.0

Run 1
The following is a quantum chemistry calculation of a 2-piece molecular cluster, ClNO3S overall, from the Open Molecules 2025 dataset.

XYZ file:
```
6
ClNO3S | the Open Molecules 2025 dataset | wB97M-V/def2-TZVPD
Cl -2.35465 -1.64679 -0.09132
S 2.49278 0.18995 0.39875
O -1.44630 0.63408 -0.02586
O 2.64652 0.09967 -0.99789
O 1.15944 0.57260 0.76677
N -2.49778 0.15049 -0.05044
```

Properties
Gap between HOMO and LUMO, eV: 9.4

Run 2
The following is a quantum chemistry calculation of a 2-piece molecular cluster, ClNO3S overall, from the Open Molecules 2025 dataset.

XYZ file:
```
6
ClNO3S | the Open Molecules 2025 dataset | wB97M-V/def2-TZVPD
Cl 1.70778 -0.27076 0.79912
S -1.26123 0.11264 0.19692
O -1.74755 1.49641 0.34870
O 1.71174 -0.58540 -1.66639
O -1.63090 -0.87763 1.22601
N 1.22016 0.12475 -0.90435
```

Properties
Gap between HOMO and LUMO, eV: 9.5

Energies relative to the minimum, kcal/mol: run 1 0.0; run 2 3.5

Run 1
The following is a quantum chemistry calculation of an isolated ion of composition C6H10ClN2 and charge +1, from the Open Molecules 2025 dataset.

XYZ file:
```
19
C6H10ClN2 | the Open Molecules 2025 dataset | wB97M-V/def2-TZVPD
Cl 0.23180 -4.36221 1.96346
N 1.75160 -2.41483 1.05602
N -0.47530 -2.18476 0.60794
C -0.27851 -0.93495 -1.31446
C 0.19536 -1.00391 0.09070
C -0.29828 0.25440 0.98748
C 1.61775 -1.31071 0.33798
C 0.50151 -2.93353 1.28095
C 0.26247 1.58239 0.51893
H 1.30244 1.73618 0.39800
H -1.35630 -0.64619 -1.30183
H -1.35352 0.29888 1.00096
H -1.46450 -2.29394 0.56186
H -0.27629 -1.91534 -1.74867
H 0.03254 0.03873 2.07011
H 2.66342 -0.86041 0.03788
H -0.27933 2.00136 -0.32786
H 0.04951 -0.15343 -1.94192
H 0.04258 2.35237 1.21795
```

Properties
Total charge: +1
Gap between HOMO and LUMO, eV: 9.7
SMILES: CC[C@@]1(C)C=NC(Cl)=[NH+]1

Run 2
The following is a quantum chemistry calculation of an isolated ion of composition C6H10ClN2 and charge +1, from the Open Molecules 2025 dataset.

XYZ file:
```
19
C6H10ClN2 | the Open Molecules 2025 dataset | wB97M-V/def2-TZVPD
Cl 0.97775 2.31306 1.49642
N 1.08889 0.17839 0.04363
N -0.63815 1.73810 -0.58762
C -1.18242 -0.67821 -0.47465
C 2.54096 -0.08402 0.25832
C -2.14304 -1.12523 0.53340
C -1.41416 0.77164 -0.80024
C 0.23735 -0.78277 -0.12342
C 0.67652 1.53269 -0.20073
H -1.08249 -1.36040 -1.38428
H 1.41460 2.08650 -0.85700
H 2.72062 -1.05539 0.53302
H -2.18411 -0.34722 1.29099
H -2.38962 1.03067 -1.29423
H 0.38202 -1.81673 0.15565
H -2.02074 -2.14483 0.99378
H -3.06881 -1.10916 0.07476
H 2.97075 0.60244 0.96824
H 3.11407 0.25048 -0.62605
```

Properties
Total charge: +1
Gap between HOMO and LUMO, eV: 9.9
SMILES: C[C@H]1C=N[C@@H](Cl)[N+](C)=C1

Energies relative to the minimum, kcal/mol: run 1 0.0; run 2 6.0